Formula: C37H36N3O
Source: the Open Molecules 2025 dataset
Level of theory: ωB97M-V with the def2-TZVPD basis set

```
77
Properties=species:S:1:pos:R:3:lowdin_charge:R:1
C 1.760 2.246 7.408 0.04
N 0.716 1.251 7.473 0.01
C 0.950 -0.080 7.174 -0.15
H 0.907 0.024 5.335 0.11
C 2.223 -0.680 7.587 -0.18
C 3.206 -1.176 6.708 0.02
C 4.358 -1.735 7.196 0.03
C 4.569 -1.813 8.591 -0.24
O 5.729 -2.370 9.022 -0.07
C 5.975 -2.459 10.448 -0.04
C 3.591 -1.321 9.497 0.01
C 2.443 -0.766 8.979 -0.02
N -0.228 -0.733 7.503 0.00
C -0.309 -2.175 7.556 0.03
C -1.090 0.132 8.185 -0.14
C -0.491 1.391 8.160 -0.13
C -0.832 2.388 9.059 0.01
C -1.799 2.053 10.013 -0.05
C -2.406 0.791 10.033 -0.05
C -2.071 -0.203 9.105 0.01
H 1.365 3.192 7.793 0.10
H 2.635 1.912 7.995 0.11
H 2.081 2.379 6.362 0.10
H 3.032 -1.120 5.635 0.10
H 5.125 -2.128 6.519 0.14
H 6.954 -2.922 10.499 0.10
H 5.989 -1.465 10.909 0.10
H 5.221 -3.085 10.938 0.10
H 3.731 -1.375 10.577 0.11
H 1.691 -0.387 9.671 0.14
H -1.286 -2.460 7.959 0.10
H -0.186 -2.600 6.549 0.10
H 0.511 -2.564 8.187 0.11
H -0.335 3.359 8.994 0.12
H -2.083 2.801 10.749 0.12
H -3.163 0.570 10.781 0.12
H -2.519 -1.197 9.073 0.12
C -5.535 1.247 3.395 -0.08
N -4.542 0.501 2.646 -0.25
C -4.926 0.293 1.266 -0.08
C -3.211 0.453 3.063 -0.26
C -2.835 -0.461 4.070 0.01
C -1.496 -0.559 4.413 -0.05
C -0.534 0.272 3.828 -0.16
C 0.896 0.030 4.228 -0.15
C 1.943 1.024 3.760 -0.13
C 3.083 0.341 3.284 -0.13
C 4.192 1.020 2.790 0.00
C 4.087 2.403 2.588 -0.06
C 2.922 3.079 3.004 -0.06
C 1.854 2.403 3.634 -0.06
C 2.791 -1.081 3.235 -0.15
C 1.463 -1.281 3.691 -0.12
C 0.882 -2.536 3.584 -0.01
C 1.677 -3.608 3.110 -0.06
C 3.032 -3.420 2.774 -0.07
C 3.607 -2.150 2.861 -0.01
C -0.921 1.232 2.892 -0.01
C -2.248 1.298 2.484 0.01
H -5.164 1.454 4.406 0.09
H -5.773 2.199 2.891 0.08
H -6.464 0.659 3.448 0.09
H -4.168 -0.298 0.742 0.09
H -5.883 -0.236 1.255 0.08
H -5.060 1.255 0.748 0.08
H -3.593 -1.107 4.516 0.12
H -1.194 -1.313 5.145 0.08
H 5.079 0.458 2.532 0.11
H 4.887 2.950 2.094 0.11
H 2.831 4.157 2.825 0.11
H 0.955 2.933 3.962 0.12
H -0.159 -2.688 3.864 0.10
H 1.233 -4.600 3.008 0.11
H 3.631 -4.269 2.440 0.11
H 4.658 -1.965 2.667 0.11
H -0.188 1.916 2.460 0.11
H -2.551 2.036 1.735 0.13
```

The calculation puts the molar mass at 538.715 g/mol. As for the total charge: +1. The LUMO energy comes out at -3.5 eV. The calculation puts the max |F| at 4.53 eV Å⁻¹. As for the frontier orbital gap: 6.29 eV. The total energy is -1670.78620 Ha. The calculation puts the HOMO energy at -0.3617 Eh.